This record from OMol25 describes 7 unconnected molecules or ions with the total composition C40H101N7O13 at a distorted geometry. The level of theory is wB97M-V/def2-TZVPD.

## Properties
Lowest unoccupied orbital energy (spin up / spin down), eV: -2.65 / -7.48
HOMO (spin up / spin down), eV: -9.64 / -9.64
<S²>: 0.754
Kohn-Sham gap (spin up / spin down), eV: 6.99 / 2.15

The geometry in ORCA input format:
```
! RIJCOSX wB97M-V def2-TZVPD def2/J DEFGRID3
* xyz 1 2
C 3.391 0.422 3.244
O 4.465 0.096 2.312
C 4.614 -1.273 1.984
C 5.656 -1.411 0.790
N 5.041 -1.378 -0.538
C 4.672 0.017 -0.979
C 4.616 0.243 -2.512
O 5.995 0.581 -2.953
C 6.862 -0.521 -3.093
H 3.440 -0.223 4.121
H 2.447 0.346 2.703
H 3.580 1.409 3.666
H 3.677 -1.738 1.677
H 4.998 -1.895 2.792
H 6.056 -2.423 0.849
H 6.384 -0.602 0.848
H 5.620 -1.883 -1.193
H 5.287 0.774 -0.491
H 3.637 0.160 -0.670
H 3.957 1.111 -2.533
H 4.140 -0.562 -3.072
H 7.138 -0.900 -2.109
H 7.775 -0.351 -3.663
H 6.306 -1.304 -3.609
C 6.206 -10.121 5.299
O 5.406 -9.167 6.046
C 5.107 -8.040 5.196
C 3.881 -8.377 4.306
N 3.821 -7.282 3.313
C 2.692 -7.467 2.395
C 2.500 -6.353 1.395
O 2.276 -5.209 2.257
C 0.967 -5.072 2.862
H 7.192 -9.773 4.988
H 5.623 -10.756 4.632
H 6.522 -10.771 6.115
H 6.071 -7.843 4.728
H 4.922 -7.071 5.659
H 2.985 -8.321 4.924
H 3.830 -9.373 3.866
H 3.476 -6.498 3.848
H 1.786 -7.730 2.940
H 2.984 -8.371 1.862
H 1.769 -6.438 0.591
H 3.379 -6.198 0.768
H 0.338 -5.961 2.909
H 0.338 -4.553 2.138
H 0.970 -4.684 3.881
C -5.033 -0.328 -4.190
O -5.642 0.427 -3.160
C -6.859 -0.291 -2.756
C -7.505 0.275 -1.524
N -7.119 -0.327 -0.332
C -5.890 0.250 0.264
C -5.164 -0.372 1.440
O -4.968 -1.698 1.165
C -3.931 -2.076 0.275
H -4.689 -1.295 -3.824
H -4.142 0.117 -4.632
H -5.733 -0.456 -5.015
H -6.781 -1.358 -2.548
H -7.593 -0.350 -3.559
H -8.583 0.195 -1.667
H -7.299 1.342 -1.442
H -7.331 -1.309 -0.226
H -6.270 1.198 0.645
H -5.088 0.145 -0.466
H -5.753 -0.335 2.357
H -4.204 0.110 1.623
H -3.664 -3.114 0.471
H -3.024 -1.482 0.389
H -4.213 -2.230 -0.766
C 2.555 -3.661 -4.180
O 1.790 -2.414 -4.353
C 0.920 -2.495 -5.489
C -0.206 -1.377 -5.536
N 0.354 -0.006 -5.609
C -0.468 0.841 -4.776
C 0.339 2.116 -4.376
O 1.528 1.983 -3.500
C 2.158 3.138 -2.989
H 3.169 -3.408 -3.316
H 3.193 -3.869 -5.039
H 1.808 -4.418 -3.937
H 0.455 -3.480 -5.542
H 1.305 -2.605 -6.503
H -0.772 -1.369 -4.604
H -0.956 -1.673 -6.270
H 1.315 0.053 -5.305
H -0.625 0.430 -3.778
H -1.465 1.103 -5.131
H -0.355 2.860 -3.983
H 0.693 2.534 -5.318
H 1.436 3.677 -2.374
H 2.383 3.857 -3.776
H 3.008 2.894 -2.352
C -3.135 1.977 -0.825
O -2.145 0.931 -0.856
C -1.162 1.036 0.147
C 0.070 0.131 -0.081
N -0.380 -1.283 -0.139
C 0.721 -2.150 -0.519
C 0.287 -3.550 -1.042
O -0.359 -3.403 -2.369
C -1.220 -4.456 -2.748
H -3.660 1.929 -1.779
H -2.622 2.936 -0.750
H -4.048 1.980 -0.231
H -1.607 0.938 1.137
H -0.746 2.043 0.158
H 0.661 0.263 0.826
H 0.623 0.480 -0.953
H -1.030 -1.331 -0.911
H 1.356 -2.249 0.362
H 1.183 -1.587 -1.330
H -0.279 -3.992 -0.222
H 1.223 -4.099 -1.148
H -1.587 -4.327 -3.766
H -2.065 -4.607 -2.076
H -0.661 -5.387 -2.838
C -3.816 6.386 -0.282
O -3.147 6.667 0.933
C -1.700 6.441 1.148
C -0.758 7.619 0.778
N -1.189 8.288 -0.520
C -0.942 9.719 -0.542
C -2.127 10.646 -0.243
O -3.393 10.215 -0.755
C -3.606 10.186 -2.135
H -3.620 7.040 -1.131
H -4.882 6.244 -0.107
H -3.627 5.362 -0.604
H -1.382 5.601 0.532
H -1.682 6.224 2.216
H 0.289 7.320 0.826
H -0.673 8.319 1.610
H -2.169 8.046 -0.491
H -0.787 9.919 -1.602
H -0.097 10.192 -0.041
H -1.862 11.642 -0.598
H -2.279 10.773 0.829
H -3.542 11.171 -2.596
H -4.583 9.726 -2.281
H -2.938 9.556 -2.722
C -0.783 1.662 6.714
C -0.228 1.232 5.286
C -1.207 1.548 4.157
O -1.683 2.899 4.150
C -2.418 3.280 2.939
N 0.912 2.147 5.033
H -1.149 2.689 6.722
H 0.142 1.634 7.290
H -1.576 0.974 7.006
H 0.205 0.234 5.234
H -2.000 0.805 4.245
H -0.782 1.294 3.186
H -1.834 3.161 2.026
H -2.871 4.272 2.935
H -3.170 2.496 3.027
H 1.289 2.160 5.970
H 0.368 2.974 4.832
*
```

***

This record from OMol25 describes 8 unconnected molecules or ions with the total composition C48H120N8O16 at a distorted geometry. The level of theory is wB97M-V/def2-TZVPD.

## Properties
Lowest unoccupied orbital energy, eV: 0.31
HOMO, eV: -8.36
Kohn-Sham gap, eV: 8.67

The geometry in ORCA input format:
```
! RIJCOSX wB97M-V def2-TZVPD def2/J DEFGRID3
* xyz 0 1
C -0.973 -15.893 -34.246
O -1.256 -16.247 -32.974
C -2.607 -16.717 -32.777
C -2.855 -17.017 -31.268
N -3.063 -15.755 -30.552
C -4.401 -15.209 -30.679
C -4.623 -13.884 -29.977
O -3.805 -12.936 -30.616
C -3.751 -11.564 -30.151
H 0.093 -15.691 -34.355
H -1.614 -15.130 -34.687
H -0.966 -16.761 -34.905
H -2.787 -17.540 -33.468
H -3.329 -15.951 -33.060
H -1.947 -17.400 -30.804
H -3.605 -17.796 -31.127
H -2.485 -15.108 -31.069
H -4.880 -15.988 -30.086
H -4.842 -15.132 -31.673
H -4.262 -13.900 -28.949
H -5.646 -13.513 -29.915
H -2.885 -11.056 -30.576
H -3.531 -11.699 -29.092
H -4.733 -11.105 -30.264
C -4.121 -4.895 -23.963
O -5.088 -5.191 -22.927
C -6.390 -5.553 -23.435
C -7.411 -5.371 -22.246
N -7.127 -6.385 -21.276
C -7.593 -6.254 -19.919
C -9.065 -6.670 -19.633
O -9.014 -6.899 -18.250
C -10.072 -7.569 -17.679
H -4.001 -5.688 -24.701
H -3.189 -4.634 -23.461
H -4.411 -3.957 -24.437
H -6.357 -6.561 -23.849
H -6.674 -4.879 -24.243
H -8.438 -5.527 -22.575
H -7.342 -4.392 -21.772
H -6.118 -6.354 -21.248
H -7.632 -5.174 -19.773
H -6.927 -6.778 -19.234
H -9.345 -7.533 -20.238
H -9.759 -5.880 -19.919
H -9.793 -8.589 -17.414
H -10.905 -7.460 -18.374
H -10.335 -7.211 -16.684
C -3.419 -10.214 -26.170
O -4.180 -9.307 -27.056
C -4.027 -7.982 -26.612
C -4.891 -6.940 -27.352
N -6.250 -6.749 -26.909
C -7.095 -7.951 -26.926
C -7.703 -8.429 -28.222
O -7.928 -7.239 -28.960
C -8.346 -7.291 -30.328
H -2.524 -9.785 -25.719
H -3.300 -11.222 -26.567
H -4.116 -10.344 -25.343
H -2.967 -7.772 -26.756
H -4.195 -8.051 -25.538
H -5.000 -7.278 -28.382
H -4.376 -5.981 -27.294
H -6.602 -6.279 -27.730
H -7.903 -7.534 -26.325
H -6.635 -8.741 -26.332
H -8.615 -8.975 -27.981
H -6.997 -9.014 -28.812
H -9.359 -7.693 -30.347
H -7.770 -7.944 -30.984
H -8.336 -6.312 -30.807
C -13.806 3.763 -29.184
O -14.599 2.492 -28.879
C -14.174 1.470 -29.756
C -12.662 0.964 -29.688
N -12.592 -0.420 -30.134
C -11.187 -0.697 -30.221
C -11.119 -2.019 -31.064
O -9.773 -2.278 -31.109
C -9.409 -3.269 -32.090
H -13.070 3.934 -28.398
H -14.428 4.611 -28.899
H -13.630 4.022 -30.228
H -14.381 1.733 -30.793
H -14.923 0.704 -29.553
H -12.261 1.108 -28.685
H -12.052 1.701 -30.210
H -12.841 -0.953 -29.313
H -10.824 -1.057 -29.258
H -10.591 0.084 -30.693
H -11.455 -1.768 -32.070
H -11.776 -2.757 -30.605
H -9.651 -4.283 -31.770
H -8.370 -3.267 -32.420
H -9.898 -3.012 -33.030
C -3.186 -14.519 -24.996
O -2.543 -15.791 -25.212
C -2.899 -16.213 -26.580
C -2.511 -17.699 -27.140
N -1.124 -17.691 -27.503
C -0.117 -17.711 -26.411
C -0.255 -18.931 -25.474
O 0.943 -19.330 -24.870
C 1.645 -18.641 -23.853
H -3.024 -14.145 -23.986
H -4.240 -14.242 -24.987
H -2.639 -13.859 -25.670
H -2.425 -15.541 -27.295
H -3.957 -16.056 -26.787
H -2.971 -17.821 -28.120
H -2.749 -18.562 -26.517
H -0.904 -17.001 -28.207
H -0.137 -16.866 -25.722
H 0.905 -17.765 -26.787
H -0.519 -19.738 -26.157
H -0.893 -18.926 -24.590
H 0.966 -18.375 -23.044
H 2.045 -17.658 -24.103
H 2.398 -19.302 -23.421
C -7.602 3.380 -34.482
O -6.863 2.186 -34.632
C -6.538 1.331 -33.497
C -5.222 0.481 -33.555
N -5.084 -0.298 -32.259
C -4.515 -1.640 -32.502
C -4.223 -2.507 -31.254
O -5.429 -2.927 -30.556
C -5.340 -4.021 -29.664
H -8.684 3.257 -34.447
H -7.413 4.077 -35.299
H -7.367 3.878 -33.541
H -7.316 0.584 -33.346
H -6.552 1.899 -32.567
H -4.275 0.954 -33.814
H -5.474 -0.161 -34.400
H -5.787 -0.323 -31.534
H -3.581 -1.466 -33.035
H -5.109 -2.240 -33.192
H -3.772 -2.008 -30.397
H -3.581 -3.375 -31.404
H -6.273 -4.180 -29.124
H -4.473 -4.037 -29.003
H -5.197 -4.856 -30.350
C -8.403 -5.718 -35.309
O -9.439 -5.318 -36.325
C -10.702 -5.124 -35.684
C -11.479 -6.508 -35.265
N -12.743 -6.294 -34.569
C -12.664 -5.969 -33.096
C -12.242 -6.991 -32.107
O -13.330 -7.898 -32.045
C -13.101 -9.160 -32.692
H -8.728 -6.750 -35.176
H -8.393 -5.254 -34.323
H -7.424 -5.676 -35.787
H -11.392 -4.578 -36.328
H -10.616 -4.446 -34.836
H -10.932 -7.303 -34.758
H -11.928 -7.027 -36.112
H -13.588 -6.769 -34.851
H -13.707 -5.736 -32.882
H -12.189 -4.994 -32.984
H -12.165 -6.534 -31.120
H -11.256 -7.424 -32.278
H -13.160 -8.946 -33.759
H -13.876 -9.914 -32.552
H -12.209 -9.665 -32.321
C -6.296 -11.123 -22.684
O -7.551 -11.738 -22.479
C -7.894 -12.033 -21.182
C -8.123 -13.588 -20.971
N -6.922 -14.447 -21.305
C -7.367 -15.806 -21.447
C -6.131 -16.762 -21.722
O -5.569 -16.734 -23.133
C -4.383 -17.536 -23.151
H -6.235 -11.388 -23.740
H -5.512 -11.731 -22.234
H -6.311 -10.063 -22.430
H -8.800 -11.447 -21.028
H -7.183 -11.597 -20.481
H -8.984 -13.852 -21.585
H -8.317 -13.664 -19.901
H -6.550 -14.109 -22.181
H -7.935 -15.822 -22.377
H -8.096 -16.161 -20.720
H -6.572 -17.712 -21.422
H -5.332 -16.599 -20.998
H -3.609 -16.798 -22.938
H -4.124 -17.758 -24.186
H -4.360 -18.397 -22.483
*
```